(1)
The following is a quantum chemistry calculation of Cl2HPS2 in the gas phase at a distorted geometry, from the OMol25 dataset.

```
6
Properties=species:S:1:pos:R:3:forces:R:3
P -0.428166 -0.314212 -0.068245 2.46 -1.04 5.12
S 0.094544 -0.886598 1.963997 -1.35 0.88 -3.54
S 1.092183 0.967422 -0.677726 0.05 0.15 -2.19
Cl -1.966643 0.893158 -0.335915 -0.93 -0.19 -0.30
Cl -0.592905 -1.923528 -1.275255 -0.08 0.77 -0.08
H 1.800987 1.263759 0.393145 -0.16 -0.56 0.99
```
Positions in Å, forces in eV/Å.

The calculation puts the LUMO energy at -0.789 eV. The largest force on an atom comes out at 0.1124 hartree/bohr. As for the SMILES: S=P(S)(Cl)Cl. The calculation puts the HOMO energy at -8.92 eV.

Listed below, in e, are the Mulliken charges computed for each atom: P 0.642; S -0.385; S -0.230; Cl -0.108; Cl -0.124; H 0.205

***

(2)
The following is a quantum chemistry calculation of a molecular structure, Cl2MnO4S at a distorted geometry, from the OMol25 dataset.

```
8
Properties=species:S:1:pos:R:3:forces:R:3
Mn -0.679360 -1.555020 -0.699077 -0.90 0.44 0.70
S 0.851688 1.203441 0.459191 0.98 0.31 -0.78
O 1.143695 1.341713 1.887189 -0.46 0.02 0.09
O -0.162291 2.116697 -0.063729 0.08 0.15 0.42
O 2.099201 1.238790 -0.329246 -0.18 0.07 0.00
O 0.287098 -0.223322 0.244662 -0.10 -0.98 0.19
Cl -2.439325 -0.252838 -1.773917 0.33 -0.79 -0.05
Cl -1.100704 -3.869461 0.274930 0.25 0.79 -0.58
```
Positions in Å, forces in eV/Å.

The calculation puts the LUMO energy (spin up / spin down) at 5.637 / 5.506 eV. As for the spin multiplicity: 6. The largest force on an atom comes out at 0.0251 hartree/bohr. The calculation puts the HOMO energy (spin up / spin down) at -1.25 / -1.24 eV. Its total charge is -2.

Listed below, in e, are the Mulliken charges computed for each atom: Mn 0.959; S 1.109; O -0.711; O -0.690; O -0.751; O -0.649; Cl -0.598; Cl -0.669

***

(3)
The following is a quantum chemistry calculation of a molecular structure, Cl2Na6O8 at a distorted geometry, from the OMol25 dataset.

```
16
Properties=species:S:1:pos:R:3:forces:R:3
Na 1.881137 0.909591 2.068519 -1.26 0.15 0.84
Na 3.984857 -0.469489 -0.650031 0.41 -0.22 -0.30
Na 0.524547 -2.940529 0.639229 -0.35 0.26 0.60
Na 1.394127 3.089061 -2.201501 -0.51 0.63 0.06
Na -3.017253 -2.009239 0.051819 -0.51 0.52 0.38
Na 0.267117 -0.211569 -5.463001 -0.23 -0.23 -0.36
Cl -1.246923 0.347671 2.466399 2.25 0.70 -3.61
O -0.868693 0.487931 3.731039 1.34 2.56 7.67
O -0.307573 -0.821329 2.152459 -0.10 -0.50 -3.20
O -2.582053 0.091201 2.318489 -3.79 -2.47 -1.29
O -0.994303 1.548441 1.666569 1.72 -1.14 -0.44
Cl 0.200297 0.049331 -1.365721 -3.62 -0.58 0.44
O 0.398187 -0.561289 -2.622061 1.49 0.75 -2.84
O 1.421117 -0.018589 -0.599011 2.49 1.42 0.60
O -0.397873 1.396401 -1.477701 2.15 -1.89 0.24
O -0.656713 -0.887589 -0.715501 -1.48 0.07 1.21
```
Positions in Å, forces in eV/Å.

The calculation puts the LUMO energy at -13.817 eV. The largest force on an atom comes out at 0.1593 hartree/bohr. The calculation puts the HOMO energy at -20.30 eV. Its total charge is +4.

Atomic partial charges in e from the Mulliken method, atoms 1 to 8: Na 0.894; Na 0.981; Na 0.888; Na 0.945; Na 0.970; Na 0.971; Cl 1.508; O -0.474

***

(4)
The following is a quantum chemistry calculation of Cl2O2S in the gas phase at a distorted geometry, from the OMol25 dataset.

```
5
Properties=species:S:1:pos:R:3:forces:R:3
O 1.299265 1.315154 0.373092 -2.02 -5.41 -0.48
O 0.129881 -0.589278 -0.989222 -0.20 -0.40 -0.53
S 0.746148 -0.138184 0.417409 1.94 6.00 1.72
Cl -1.380689 -0.772001 -1.720097 -0.02 0.45 0.46
Cl -0.794604 0.184309 1.918817 0.30 -0.64 -1.16
```
Positions in Å, forces in eV/Å.

The calculation puts the LUMO energy at -1.917 eV. The largest force on an atom comes out at 0.1271 hartree/bohr. The calculation puts the HOMO energy at -10.82 eV.

Listed below, in e, are the Mulliken charges computed for each atom: O -0.425; O -0.216; S 0.700; Cl 0.120; Cl -0.179

***

(5)
The following is a quantum chemistry calculation of a molecular structure, Cl2O4V2 at a distorted geometry, from the OMol25 dataset.

```
8
Properties=species:S:1:pos:R:3:forces:R:3
O -2.791413 -2.290516 -0.675477 2.44 -1.63 -3.13
V -1.720413 -2.740456 -1.806178 -0.77 3.96 3.96
O -0.647103 -1.606816 -1.694757 -1.50 -2.08 -0.61
O 2.550847 1.643834 -0.223028 -2.98 -0.08 1.47
V 1.075927 1.463414 0.430582 0.98 -1.66 -0.40
O 0.097947 1.022804 -0.802767 1.42 0.98 2.27
Cl 0.234487 3.062714 2.786622 0.56 -0.96 -1.98
Cl 1.199717 -0.554976 1.985003 -0.15 1.47 -1.58
```
Positions in Å, forces in eV/Å.

The calculation puts the LUMO energy at -5.841 eV. The largest force on an atom comes out at 0.1099 hartree/bohr. The calculation puts the HOMO energy at -8.00 eV.

Listed below, in e, are the Mulliken charges computed for each atom: O -0.420; V 1.714; O -0.351; O -0.634; V 1.420; O -0.708; Cl -0.598; Cl -0.422

***

(6)
The following is a quantum chemistry calculation of 2 unconnected molecules or ions with the total composition Cl2O8 at a distorted geometry, from the OMol25 dataset.

```
10
Properties=species:S:1:pos:R:3:forces:R:3
Cl 2.688635 -1.830788 2.704337 1.11 -5.64 5.39
O 2.301072 -3.144837 3.149469 -4.51 -2.00 -0.10
O 1.809048 -1.275300 1.739684 0.55 1.03 -0.69
O 2.710836 -1.154885 4.014564 0.36 2.51 -1.73
O 4.004109 -2.321475 2.340213 2.59 4.03 -2.76
Cl -2.700249 1.863680 -2.728410 -1.00 6.87 -7.86
O -2.025181 1.801586 -1.566786 2.19 -1.70 6.46
O -3.045164 3.315322 -2.968638 0.72 -0.97 0.52
O -1.792824 1.489734 -3.794829 -0.13 -1.03 -0.21
O -3.950283 1.256963 -2.889604 -1.88 -3.10 0.98
```
Positions in Å, forces in eV/Å.

The calculation puts the LUMO energy at 6.066 eV. The largest force on an atom comes out at 0.2040 hartree/bohr. The calculation puts the HOMO energy at -2.70 eV. Its total charge is -2.

Atomic partial charges in e from the Mulliken method, atoms 1 to 8: Cl 1.451; O -0.690; O -0.528; O -0.624; O -0.610; Cl 1.544; O -0.532; O -0.738

***

(7)
The following is a quantum chemistry calculation of a molecular structure, Cl2O8Rb3 at a distorted geometry, from the OMol25 dataset.

```
13
Properties=species:S:1:pos:R:3:forces:R:3
Rb -4.104624 -2.521673 1.039060 0.21 0.34 0.03
Rb 1.715786 4.181364 -1.894911 -0.15 -0.23 0.23
Rb 4.190895 -8.067949 -1.504792 -0.04 0.26 -0.04
Cl -2.256188 3.044179 2.506576 -0.34 4.41 -0.51
O -2.923002 3.020234 3.712108 -1.50 -0.76 4.31
O -3.113445 3.790813 1.647765 -1.15 -0.55 -2.48
O -1.054696 3.755222 2.545069 3.25 2.41 0.82
O -1.864774 1.782491 2.137121 -0.22 -5.74 -2.42
Cl 1.847646 -1.696116 -1.956420 2.84 -6.10 -3.87
O 2.492404 -3.087454 -2.113227 0.64 2.14 1.16
O 1.405943 -1.483116 -3.306343 -2.11 1.32 -0.17
O 0.790048 -2.058336 -1.026760 -0.06 2.90 0.65
O 2.874006 -0.659659 -1.785245 -1.38 -0.40 2.30
```
Positions in Å, forces in eV/Å.

The calculation puts the LUMO energy at -3.863 eV. The largest force on an atom comes out at 0.1509 hartree/bohr. The calculation puts the HOMO energy at -9.04 eV. Its total charge is +1.

Atomic partial charges in e from the Mulliken method, atoms 1 to 8: Rb 0.997; Rb 0.997; Rb 0.999; Cl 1.641; O -0.641; O -0.673; O -0.693; O -0.630

***

(8)
The following is a quantum chemistry calculation of 2 unconnected molecules or ions with the total composition Cl3H3N4 at a distorted geometry, from the OMol25 dataset.

```
10
Properties=species:S:1:pos:R:3:forces:R:3
N -0.741742 1.699402 0.346345 -0.07 0.85 0.04
N -0.366283 0.430512 0.708608 0.35 -1.29 -0.14
N 0.675521 -0.086704 0.166707 -0.67 1.43 -1.12
N 1.053292 -1.268774 0.399357 -0.50 -1.79 0.32
Cl -0.232269 -0.037253 -2.358557 0.06 -0.01 0.64
Cl -0.196624 -2.528884 0.833195 0.73 0.90 -0.29
Cl 2.210394 -1.886573 -0.712814 -0.43 0.36 0.53
H -1.373446 1.656698 -0.464602 0.38 -0.41 0.02
H 0.091032 2.200356 0.039689 -0.13 -0.16 0.11
H -1.119875 -0.178780 1.042072 0.28 0.10 -0.13
```
Positions in Å, forces in eV/Å.

The calculation puts the LUMO energy (spin up / spin down) at -2.286 / -2.286 eV. The largest force on an atom comes out at 0.0376 hartree/bohr. The calculation puts the HOMO energy (spin up / spin down) at -8.60 / -8.60 eV.

Atomic partial charges in e from the Mulliken method, atoms 1 to 8: N -0.618; N 0.213; N 0.055; N 0.032; Cl -0.655; Cl -0.031; Cl 0.103; H 0.278

***

no.,DFT total energy (a.u.)
1,-2058.7469
2,-2770.7186
3,-2494.2577
4,-1468.9325
5,-3109.1796
6,-1521.7947
7,-1593.7344
8,-1601.1909